Entry 1:
Here is a molecular structure, C41H42GeN6Ru in a non-equilibrium geometry from OMol25. Energies are from the ωB97M-V functional and the def2-TZVPD basis.

Each line ends with the Mulliken charge.
Geometry (Å):
Ru1 0.80374 0.19137 -0.00929  -0.927
C1 0.65642 -1.77888 -4.08154  -2.003
C2 0.65334 -0.92782 -2.83285  0.884
N1 0.70500 -1.45799 -1.60367  1.205
C3 0.47918 -2.83655 -1.31328  -1.073
C4 -0.79961 -2.94801 -0.44698  -0.978
N2 -0.75986 -2.00948 0.65770  0.352
C5 -0.30200 -2.52031 1.92993  -0.949
C6 1.18806 -2.22321 2.13937  -0.998
N3 1.46113 -0.80107 1.95582  0.123
C7 0.98769 0.04656 3.05477  -1.423
C8 -0.41636 0.65978 2.79319  -1.204
N4 -0.71657 0.94239 1.41132  0.804
C9 -0.11225 1.97026 0.80208  2.197
C10 0.68615 3.03401 1.55097  -2.342
C11 -0.37198 2.25131 -1.62024  -0.737
C12 -0.64214 2.99231 -2.78640  -0.568
C13 -0.15208 2.52701 -4.00028  -1.127
C14 0.38681 1.26143 -4.08213  -1.187
C15 0.51291 0.47054 -2.90648  0.017
N5 0.35336 1.10670 -1.69053  1.152
H1 1.38251 -2.58960 -4.00497  0.417
H2 0.91612 -1.17294 -4.94454  0.524
H3 -0.32954 -2.21865 -4.26427  0.218
H4 1.32892 -3.23303 -0.73738  0.123
H5 0.35558 -3.47151 -2.20408  0.585
H6 -0.92823 -3.98521 -0.09091  0.447
H7 -1.65126 -2.69203 -1.07907  0.239
H8 -1.63868 -1.51983 0.75956  -0.021
H9 -0.46600 -3.60881 2.01343  0.462
H10 -0.85728 -2.02986 2.73219  0.339
H11 1.78429 -2.77584 1.40918  0.381
H12 1.47690 -2.56140 3.15142  0.485
H13 2.47516 -0.69710 1.88105  0.330
H14 1.71162 0.85729 3.17463  0.419
H15 0.95958 -0.51777 3.99967  0.327
H16 -0.49590 1.56928 3.40768  0.434
H17 -1.20034 -0.01877 3.14797  0.265
H18 0.01172 3.52647 2.25549  0.082
H19 1.03514 3.78150 0.83960  0.495
H20 1.53889 2.64040 2.10294  0.407
H21 -1.13999 3.94142 -2.69788  0.889
H22 -0.22958 3.15375 -4.87791  0.400
H23 0.70437 0.86940 -5.03503  0.290
C16 -0.83017 2.58835 -0.33624  -0.748
Ge1 -2.79606 2.85593 -0.10200  2.111
C17 -3.47581 1.56725 -1.45258  -0.402
C18 -4.58919 1.77780 -2.25663  -0.894
C19 -4.99613 0.83286 -3.18174  -0.723
C20 -4.28940 -0.35478 -3.32608  -0.867
C21 -3.18282 -0.58239 -2.52420  -0.424
C22 -2.78664 0.36068 -1.59592  1.087
C23 -3.36960 4.70951 -0.47256  0.369
C24 -3.41107 5.18506 -1.79140  -0.244
C25 -3.72181 6.49647 -2.07446  -0.761
C26 -3.99861 7.39312 -1.04709  -0.466
C27 -3.99400 6.93162 0.26778  -0.658
C28 -3.69720 5.61480 0.54420  -0.358
C29 -3.28949 2.21070 1.69567  -0.038
C30 -3.00789 2.92215 2.86860  -0.075
C31 -3.33684 2.42103 4.11044  -1.038
C32 -3.95051 1.17950 4.23181  -0.406
C33 -4.24075 0.45778 3.07423  -0.773
C34 -3.92578 0.97317 1.83714  -0.212
H24 -5.14988 2.69791 -2.15602  0.431
H25 -5.86139 1.01926 -3.80462  0.362
H26 -4.59941 -1.09358 -4.05483  0.379
H27 -2.61051 -1.49572 -2.63681  0.281
H28 -1.91637 0.16483 -0.97456  -0.456
H29 -3.19109 4.50327 -2.60158  0.447
H30 -3.74698 6.83519 -3.10313  0.392
H31 -4.21491 8.43079 -1.26219  0.365
H32 -4.22964 7.61478 1.07659  0.405
H33 -3.72578 5.27047 1.56980  0.234
H34 -2.50657 3.87926 2.80261  0.283
H35 -3.10993 2.99413 5.00285  0.370
H36 -4.19444 0.77782 5.20684  0.364
H37 -4.71994 -0.51175 3.15621  0.418
H38 -4.16664 0.40754 0.94605  0.409
N6 8.15637 0.47537 0.47646  -0.639
C35 7.01917 0.45722 0.24468  0.118
C36 5.65023 0.43411 -0.00613  0.460
C37 4.84814 1.56312 0.26788  -1.218
C38 3.48697 1.51463 0.06484  0.013
C39 2.83457 0.35445 -0.38668  0.688
C40 3.65111 -0.74625 -0.69142  0.246
C41 5.01695 -0.71740 -0.52394  -1.117
H39 5.31992 2.46062 0.65019  0.459
H40 2.91567 2.42066 0.23859  0.473
H41 3.20384 -1.64754 -1.09835  0.146
H42 5.61931 -1.58377 -0.77031  0.451

Summary:
Highest occupied orbital energy (spin up / spin down) = -2.2 / -2.7 eV
HOMO-LUMO gap (spin up / spin down) = 0.1727 / 0.1929 Eh
Lowest unoccupied orbital energy (spin up / spin down) = 2.52 / 2.52 eV
Energy = -4087.83255 Ha
Energy relative to the best compared isomer or geometry (same formula, charge and spin) = 0.00 kJ/mol
Total charge = -1
Strongest force on any atom = 2.93 eV/A
Spin multiplicity = 2

---

Entry 2:
Here is a molecular structure, C41H42P2Pd in a non-equilibrium geometry from OMol25. Energies are from the ωB97M-V functional and the def2-TZVPD basis.

Each line ends with the Mulliken charge.
Geometry (Å):
Pd1 -0.25547 0.51702 -1.63562  -0.912
C1 -2.50299 0.97092 -5.51573  -0.155
C2 -2.32081 -0.35703 -5.28705  -0.832
C3 -1.51987 -1.24097 -6.19070  -0.523
C4 -0.19205 -0.60087 -6.61314  -1.478
C5 0.61714 0.04446 -5.50480  0.124
C6 0.34202 1.23989 -4.95480  1.115
C7 -0.29460 2.28625 -5.79342  -1.299
C8 -1.71511 1.89397 -6.34225  -1.197
C9 1.55087 0.45497 -0.24153  -2.264
H1 -3.43987 1.42462 -5.15521  0.556
H2 -3.23049 -0.86650 -4.89922  1.064
H3 -2.10857 -1.48178 -7.09330  0.582
H4 -1.33305 -2.21543 -5.72764  -0.048
H5 0.44560 -1.40493 -7.01425  0.619
H6 -0.36847 0.08784 -7.45202  0.327
H7 1.56610 -0.48844 -5.34286  0.718
H8 0.81326 1.61502 -4.06061  -0.896
H9 0.38006 2.47767 -6.65770  0.395
H10 -0.41334 3.23489 -5.25544  0.333
H11 -2.29296 2.83385 -6.39336  0.503
H12 -1.60122 1.51958 -7.37584  0.353
H13 0.83746 1.18635 0.23253  0.767
H14 2.50147 1.01299 -0.12891  0.755
H15 1.52890 -0.46926 0.34000  0.229
P1 -1.48510 -0.95510 -2.92477  2.684
P2 2.07089 -0.09677 -2.11359  2.295
C10 0.05264 -1.77983 -3.45011  -0.319
C11 1.35176 -1.43237 -3.15420  -1.208
C12 -2.46610 -2.32050 -2.25502  0.109
C13 -2.66008 -3.40082 -3.14044  -0.826
C14 -3.53567 -4.43228 -2.80034  -0.693
C15 -4.14084 -4.47857 -1.54171  -0.653
C16 -3.87619 -3.44017 -0.63012  -0.853
C17 -3.09278 -2.34141 -1.00161  0.110
C18 -2.77065 0.51547 -2.75272  1.255
C19 -2.30120 1.84286 -2.74790  0.285
C20 -3.19181 2.91278 -2.68961  -0.656
C21 -4.56334 2.64446 -2.77723  -1.018
C22 -5.03986 1.33129 -2.78057  -0.773
C23 -4.14002 0.26838 -2.68298  -1.519
C24 3.54196 -1.04582 -1.54977  0.699
C25 3.28789 -2.31843 -1.02304  -0.534
C26 4.35557 -3.12319 -0.62969  -0.756
C27 5.67208 -2.65626 -0.77796  -0.577
C28 5.90953 -1.39930 -1.33185  -0.639
C29 4.85431 -0.58331 -1.73491  -0.643
C30 2.68704 1.56293 -2.70092  0.265
C31 2.00337 2.70404 -2.21692  -0.325
C32 2.34031 3.99260 -2.64146  -0.716
C33 3.43661 4.16499 -3.48547  -0.593
C34 4.15215 3.05355 -3.94440  -0.926
C35 3.73633 1.75904 -3.63569  -0.420
H16 -0.11324 -2.63071 -4.11585  0.607
H17 2.14640 -2.03730 -3.63264  0.455
H18 -2.14112 -3.37340 -4.09747  0.116
H19 -3.75671 -5.19620 -3.53962  0.428
H20 -4.82883 -5.29212 -1.28004  0.345
H21 -4.31726 -3.47598 0.36453  0.450
H22 -2.97035 -1.48409 -0.33057  0.320
H23 -1.20664 2.07546 -2.79042  -0.435
H24 -2.80159 3.92501 -2.59127  0.476
H25 -5.25836 3.47399 -2.82146  0.380
H26 -6.10514 1.11429 -2.87469  0.383
H27 -4.50159 -0.75526 -2.57736  0.380
H28 2.25519 -2.68966 -0.96990  0.366
H29 4.15204 -4.10351 -0.22207  0.424
H30 6.50388 -3.29438 -0.47426  0.363
H31 6.93124 -1.04018 -1.46606  0.407
H32 5.03987 0.38760 -2.19452  0.446
H33 1.16481 2.57627 -1.50188  0.161
H34 1.74940 4.82266 -2.24563  0.458
H35 3.73197 5.16769 -3.75838  0.433
H36 5.05124 3.19181 -4.53917  0.404
H37 4.22280 0.89809 -4.11651  0.688
C36 -2.99890 0.38381 2.44704  -0.625
C37 -2.02528 -0.60685 2.28417  -0.529
C38 -1.18649 -0.59646 1.15603  -0.279
C39 -1.39176 0.38767 0.20029  0.421
C40 -2.27665 1.42025 0.38414  0.072
C41 -3.15956 1.37161 1.47455  -0.659
H38 -3.64215 0.38478 3.33309  0.366
H39 -1.90767 -1.38046 3.04392  0.388
H40 -0.38681 -1.33045 1.06492  0.280
H41 -2.29310 2.26916 -0.29943  0.205
H42 -3.93441 2.13018 1.56940  0.413

Summary:
Highest occupied orbital energy (spin up / spin down) = -5.4 / -6.1 eV
HOMO-LUMO gap (spin up / spin down) = 0.1973 / 0.2155 Eh
Lowest unoccupied orbital energy (spin up / spin down) = -0.03 / -0.28 eV
Energy = -2397.73467 Ha
Total charge = 0
Strongest force on any atom = 2.92 eV/A
Spin multiplicity = 3